(1)
C13H18AsCl8GaGe2NO6S | ωB97M-V with the def2-TZVPD basis set

XYZ file:
```
51
Properties=species:S:1:pos:R:3:forces:R:3
Ga 1.212217 1.166001 -4.164393 0.0 0.0 0.0
O -1.102580 3.108116 -7.581385 0.0 0.0 0.0
As -1.204786 2.435193 -5.956418 0.1 0.1 0.0
O -2.148576 1.112975 -5.998549 0.0 0.0 0.0
O 0.423456 2.277394 -5.493677 -0.1 -0.1 0.0
C -1.848799 4.011250 -5.015883 -0.1 0.0 0.0
C -2.433345 5.016903 -5.776911 0.0 0.0 0.0
C -2.919204 6.169412 -5.173980 0.0 0.0 0.0
C -2.827206 6.335496 -3.801789 0.0 0.0 0.0
C -2.251150 5.342922 -3.024727 0.0 0.0 0.0
C -1.771380 4.194828 -3.636554 0.0 0.0 0.0
S -1.044559 2.949232 -2.621067 -0.1 0.1 0.1
O -1.854669 3.048933 -1.334748 0.2 0.0 0.0
O -1.320745 1.669216 -3.247434 0.2 -0.1 0.0
O 0.351277 3.217900 -2.387860 -0.1 0.1 0.0
H -1.500488 2.454598 -8.171243 0.0 0.0 0.0
H -2.497349 4.895334 -6.848727 0.0 0.0 0.0
H -3.373507 6.939006 -5.783962 0.0 0.0 0.0
H -3.208680 7.231936 -3.331796 0.0 0.0 0.0
H -2.187740 5.444353 -1.950429 0.0 0.0 0.0
Cl -0.434275 -3.108834 4.787703 0.0 0.0 0.0
C -0.394805 -4.674723 5.614837 0.0 0.0 0.0
Cl -1.557853 -5.818079 4.929678 0.0 0.0 0.0
H -0.648009 -4.514029 6.655345 0.0 0.0 0.0
H 0.601768 -5.084038 5.502854 0.0 0.0 0.0
Cl 3.569970 -1.072053 6.958444 0.0 0.0 0.0
C 3.511016 -1.571613 5.259094 0.0 0.0 0.1
Cl 2.305802 -0.624203 4.387812 0.0 0.0 0.0
Cl 5.104393 -1.375214 4.517173 0.0 0.0 0.0
C 3.145859 -2.992430 5.218270 0.0 0.0 -0.1
N 2.884467 -4.108315 5.193029 0.0 0.0 0.0
C 0.236599 -2.695975 0.948963 -0.1 -0.1 0.0
Ge 1.669937 -3.616624 1.659660 0.1 0.0 0.0
C -3.350673 -0.403460 -2.905420 0.0 0.0 0.0
C 1.198969 -5.394992 2.266663 0.0 0.0 0.0
C 3.373185 -2.998276 1.721030 -0.1 0.0 0.0
H -1.156569 -1.392862 -0.309545 0.0 0.0 0.0
H -0.758267 -3.097021 0.789820 0.0 0.0 0.0
H 1.512099 -0.916246 1.172853 0.0 0.0 0.0
H -2.498777 -0.939842 -2.498621 0.0 0.0 0.0
H -4.151051 -1.083228 -3.175490 0.0 0.0 0.0
H -3.063175 0.244058 -3.725779 0.0 0.0 0.0
H 0.143677 -5.426920 2.531827 0.0 0.0 0.0
H 1.795295 -5.647847 3.142242 0.0 0.0 0.0
H 1.394146 -6.126423 1.484741 0.0 0.0 0.0
H 3.640869 -2.024735 1.336774 0.0 0.0 0.0
H 4.169303 -3.606478 2.129611 0.0 0.0 0.0
Cl -4.007823 0.634168 -1.579705 0.0 0.0 0.0
Ge -1.845023 1.419879 -0.240019 -0.1 0.1 0.0
Cl 0.254611 -1.040713 0.412401 0.1 0.0 0.1
Cl -3.087394 2.402848 1.275279 -0.1 0.0 0.0
```
Forces are in eV/Å.

Calculated values
Total energy: -364801.83395 eV
Spin multiplicity: 2
Highest occupied orbital energy (alpha / beta): -7.97 / -7.93 eV
HOMO-LUMO gap (alpha / beta): 7.75 / 6.30 eV

=====

(2)
H5ISi2 | ωB97M-V with the def2-TZVPD basis set

XYZ file:
```
8
Properties=species:S:1:pos:R:3:forces:R:3
Si -1.198037 0.061945 -1.565792 0.3 1.6 0.3
Si 1.775175 -1.138903 2.374440 -0.4 -1.3 0.7
I 0.449752 1.924693 -1.425924 -0.2 -0.6 -0.3
H -2.386451 0.750895 -1.284472 -1.4 1.0 0.8
H -0.978061 -0.721384 -0.393083 0.4 -1.1 0.3
H -1.713414 -0.388880 -2.825750 0.8 -0.9 -1.0
H 2.062803 -0.079451 1.418247 0.3 1.1 -0.3
H 1.988232 -0.408915 3.702334 0.1 0.3 -0.5
```
Forces are in eV/Å.

Calculated values
Total energy: -23933.90819 eV
Highest occupied orbital energy: -8.61 eV
HOMO-LUMO gap: 7.50 eV

=====

(3)
C18H25N5O3 | ωB97M-V with the def2-TZVPD basis set

XYZ file:
```
51
Properties=species:S:1:pos:R:3:forces:R:3
C 3.208970 -3.512752 2.691197 0.2 -0.5 0.0
N 2.529098 -2.265716 2.427364 0.1 0.5 -0.2
C 1.813092 -2.188009 1.231756 0.4 -1.3 -0.8
O 1.839636 -3.149338 0.449804 -0.1 1.3 1.2
C 1.002636 -0.981889 1.039794 -0.8 0.0 -0.2
C 0.041549 -0.984835 0.074988 0.1 -0.6 1.4
C -1.022577 0.003229 -0.054954 -1.1 0.8 -0.5
C -0.743914 1.368530 -0.233852 0.4 -0.5 -0.1
C -1.749219 2.287871 -0.463197 -0.5 -0.3 0.2
C -3.096807 1.876288 -0.478414 0.7 -0.4 0.2
N -4.131677 2.810146 -0.678371 -1.3 0.1 0.0
C -4.474076 3.239667 -2.024098 0.4 -0.2 0.3
C -4.456787 3.817780 0.320585 0.4 -0.3 -0.2
C -3.399287 0.507450 -0.278378 0.0 0.7 0.1
C -2.379191 -0.413725 -0.074810 0.9 -0.1 -0.2
C 1.058809 0.042566 2.095893 -0.7 1.4 0.6
O 0.180186 0.868240 2.351095 1.5 -1.2 -0.4
N 2.266878 0.045665 2.826324 -0.2 -0.7 0.2
C 2.538926 1.148697 3.723038 0.1 0.4 0.5
C 2.909087 -1.146533 3.179351 0.4 0.2 0.4
O 3.730673 -1.190754 4.090124 -1.1 0.0 -1.3
H 3.829537 -3.364065 3.568798 0.0 -0.1 -0.1
H 2.470498 -4.299277 2.869705 0.2 0.1 0.0
H 3.808417 -3.788067 1.820652 0.0 -0.1 0.2
H -0.058188 -1.901413 -0.498540 0.0 0.2 0.2
H 0.303444 1.682741 -0.231246 -0.4 0.0 0.0
H -1.494837 3.337300 -0.591806 -0.1 -0.1 -0.1
H -4.335311 2.398408 -2.712010 -0.1 0.3 0.0
H -5.525152 3.559584 -2.023622 0.2 -0.1 -0.2
H -3.854434 4.095310 -2.350534 -0.1 -0.1 -0.1
H -4.289284 3.420634 1.328554 0.0 0.1 -0.2
H -3.866881 4.741489 0.181301 -0.1 -0.1 0.2
H -5.519283 4.074257 0.196315 0.3 0.0 0.2
H -4.452705 0.204242 -0.260467 0.5 0.1 -0.1
H -2.599658 -1.476771 0.078067 0.0 0.4 -0.1
H 2.045688 2.041775 3.338128 0.1 -0.2 0.1
H 2.175576 0.927117 4.738431 0.1 0.2 -0.3
H 3.623389 1.288088 3.765758 -0.3 0.0 0.0
C 3.560098 -1.385639 -2.555514 -0.6 0.1 0.1
N 2.511872 -0.645257 -2.586509 0.5 -0.6 0.6
N 1.248989 -1.168587 -2.263874 1.0 -0.1 -1.6
C 1.102127 -2.621824 -2.494081 -0.1 0.1 0.4
C 0.277922 -0.396767 -3.049116 -0.1 -0.1 -0.3
H 4.513818 -0.886753 -2.769896 -0.5 -0.2 0.1
H 3.563769 -2.469356 -2.334474 0.0 0.6 0.0
H 0.055115 -2.802573 -2.768594 0.3 -0.1 0.0
H 1.771712 -2.980045 -3.295526 -0.4 0.2 0.0
H 1.336604 -3.168451 -1.572859 -0.1 0.1 -0.4
H 0.122273 -0.864373 -4.044996 0.1 0.4 0.4
H -0.682505 -0.340461 -2.528311 0.1 -0.1 -0.1
H 0.691401 0.606162 -3.168963 -0.2 -0.1 0.0
```
Forces are in eV/Å.

Calculated values
Structure (SMILES): CN1C(=O)C(=Cc2ccc(N(C)C)cc2)C(=O)N(C)C1=O.C=NN(C)C
Total energy: -32663.12427 eV
Highest occupied orbital energy: -8.32 eV
HOMO-LUMO gap: 7.69 eV

=====

(4)
C23H19N3O2ReS4Sb | ωB97M-V with the def2-TZVPD basis set

XYZ file:
```
53
Properties=species:S:1:pos:R:3:forces:R:3
Re 0.182522 0.580777 0.370481 -0.2 0.0 0.0
C -1.605292 3.230156 -2.665773 0.0 0.0 0.0
O -1.581858 3.872625 -1.320668 0.0 0.0 0.0
C -1.060071 3.028355 -0.511026 0.0 0.0 0.0
N -0.644368 1.885370 -0.983727 0.0 0.0 0.0
C -0.930255 1.852393 -2.452238 0.0 0.0 0.0
C -1.765291 0.652459 -2.801496 0.0 0.0 0.0
C -3.022654 0.479781 -2.220824 0.0 0.0 0.0
C -3.792936 -0.623213 -2.547710 0.0 0.0 0.0
C -3.312111 -1.557320 -3.460676 0.0 0.0 0.0
C -2.064321 -1.388050 -4.041597 0.0 0.0 0.0
C -1.287070 -0.284840 -3.709641 0.0 0.0 0.0
C -1.025806 3.240301 0.959384 0.0 0.0 0.0
C -1.394243 4.342180 1.712887 0.0 0.0 0.0
C -1.374393 4.208774 3.100843 0.0 0.0 0.0
C -1.056241 2.986704 3.707009 0.0 0.0 0.0
C -0.710700 1.940780 2.877356 0.0 0.0 0.0
N -0.662926 2.103922 1.549238 0.0 0.0 0.0
C -0.572384 0.494123 3.165861 0.0 0.0 0.0
N -0.355281 -0.315945 2.156409 0.0 0.0 0.0
C -0.928384 -1.614747 2.580927 0.0 0.0 0.0
C -0.730250 -1.513617 4.099052 0.0 0.0 0.0
O -0.863144 -0.046475 4.297137 0.0 0.0 0.0
C -0.444988 -2.827139 1.841682 0.0 0.0 0.0
C -0.919635 -4.059381 2.182331 0.0 0.0 0.0
C -0.550246 -5.187107 1.424746 0.0 0.0 0.0
C 0.286491 -5.105993 0.301925 0.0 0.0 0.0
C 0.766203 -3.885980 -0.062329 0.0 0.0 0.0
C 0.425751 -2.667990 0.674881 0.0 0.0 0.0
H -1.064968 3.892929 -3.333788 0.0 0.0 0.0
H -2.652096 3.166940 -2.949178 0.0 0.0 0.0
H 0.027220 1.808326 -2.970693 0.0 0.0 0.0
H -3.422447 1.220304 -1.533012 0.0 0.0 0.0
H -4.777711 -0.744392 -2.116688 0.0 0.0 0.0
H -3.925481 -2.404949 -3.735662 0.0 0.0 0.0
H -1.703241 -2.101140 -4.770367 0.0 0.0 0.0
H -0.321365 -0.141637 -4.180988 0.0 0.0 0.0
H -1.699402 5.265305 1.237127 0.0 0.0 0.0
H -1.649182 5.052694 3.721249 0.0 0.0 0.0
H -1.103585 2.861694 4.781056 0.0 0.0 0.0
H -2.005729 -1.558434 2.370294 0.0 0.0 0.0
H 0.267713 -1.791562 4.436883 0.0 0.0 0.0
H -1.499446 -1.982420 4.702668 0.0 0.0 0.0
H -1.592264 -4.193501 3.020739 0.0 0.0 0.0
H -0.936341 -6.156278 1.722465 0.0 0.0 0.0
H 0.544944 -5.999525 -0.249393 0.0 0.0 0.0
H 1.425454 -3.779713 -0.916289 0.0 0.0 0.0
H 1.363012 -2.169943 0.954182 0.0 0.0 0.0
S 18.341195 3.505631 -4.925924 0.0 0.0 0.0
Sb 17.927372 2.163582 -3.323689 0.1 0.0 0.0
S -0.281557 -1.400593 -0.607629 0.0 0.0 0.0
S 2.195212 0.853716 0.163593 0.0 0.0 0.0
S 17.536573 0.812067 -1.721400 0.0 0.0 0.0
```
Forces are in eV/Å.

Calculated values
Total energy: -84695.07909 eV
Highest occupied orbital energy: -17.69 eV
Total charge: +4
HOMO-LUMO gap: 5.75 eV